(1)
The following is a DFT calculation (the ωB97M-V functional and the def2-TZVPD basis) of C5H5ClO4V as an isolated structure.

Last column: natural (NBO) charge in e.
Element x y z (Å)
V1 0.429 -0.039 -0.243  0.877
C1 -0.618 -0.256 1.679  -0.313
C2 -1.356 -0.942 0.676  -0.311
C3 -1.792 0.016 -0.270  -0.302
C4 -1.337 1.285 0.146  -0.293
C5 -0.610 1.125 1.344  -0.302
H1 -0.178 -0.699 2.557  0.246
H2 -1.571 -1.998 0.655  0.247
H3 -2.384 -0.185 -1.149  0.246
H4 -1.522 2.219 -0.360  0.244
H5 -0.157 1.916 1.919  0.246
O1 3.439 -0.791 -2.172  -0.726
Cl1 2.276 -0.503 -1.426  2.421
O2 2.324 0.847 -0.779  -0.764
O3 2.026 -1.475 -0.322  -0.756
O4 1.030 -0.519 -2.251  -0.759

Net charge: 0
Gap between HOMO and LUMO (spin up / spin down): 8.28 / 7.99 eV
Energy: -1898.367805 Ha
2S+1: 2

(2)
The following is a DFT calculation (the ωB97M-V functional and the def2-TZVPD basis) of C5H5CoO5 as an isolated structure at a distorted geometry.

Last column: natural (NBO) charge in e.
Element x y z (Å)
O1 2.484 -0.184 0.573  -0.613
C1 3.452 -0.542 0.026  1.088
O2 4.442 -0.802 -0.499  -0.437
O3 0.457 1.510 2.170  -0.825
C2 -0.255 2.259 1.422  0.372
C3 -0.743 2.010 0.196  -0.244
O4 -0.400 0.737 -0.322  -0.611
C4 -1.486 -0.161 -0.613  -0.098
C5 -0.900 -1.570 -0.598  -0.085
O5 -0.173 -1.810 0.564  -0.896
Co1 0.596 -0.222 1.172  1.462
H1 -1.290 2.685 -0.459  0.200
H2 -1.929 0.097 -1.587  0.185
H3 -2.253 -0.049 0.171  0.184
H4 -0.258 -1.683 -1.497  0.147
H5 -1.744 -2.276 -0.718  0.171

Net charge: 0
Gap between HOMO and LUMO (spin up / spin down): 7.85 / 7.70 eV
Energy relative to the best compared isomer or geometry (same formula, charge and spin): 0.0 kcal per mole
Energy: -1952.383878 Ha
2S+1: 5

(3)
The following is a DFT calculation (the ωB97M-V functional and the def2-TZVPD basis) of one molecule with the formula C5H5F at a distorted geometry.

Last column: natural (NBO) charge in e.
Element x y z (Å)
C1 0.196 0.688 0.018  -0.012
C2 1.107 1.605 -0.080  -0.461
C3 -1.094 -1.162 -0.416  -0.419
C4 -0.245 -0.518 0.699  -0.247
C5 -1.256 0.265 -0.071  0.349
F1 -2.405 1.002 0.060  -0.305
H1 1.016 2.565 -0.633  0.223
H2 2.065 1.384 0.464  0.208
H3 -0.738 -1.703 -1.414  0.215
H4 -1.975 -1.774 -0.020  0.211
H5 -0.187 -0.913 1.691  0.238

SMILES: C=C1[C@@H]2C[C@]12F
Net charge: 0
Gap between HOMO and LUMO: 10.14 eV
Energy relative to the best compared isomer or geometry (same formula, charge and spin): 65.1 kcal per mole
Energy: -293.238253 Ha

(4)
The following is a DFT calculation (the ωB97M-V functional and the def2-TZVPD basis) of one molecule with the formula C5H5F2N3 at a distorted geometry.

Last column: natural (NBO) charge in e.
Element x y z (Å)
C1 0.112 0.251 2.356  -0.418
C2 0.336 0.251 -0.094  0.439
C3 -0.701 -0.675 -0.266  -0.478
C4 -1.001 -0.959 -1.589  0.652
C5 0.587 0.389 -2.311  0.779
H1 -0.942 0.540 2.382  0.198
H2 0.172 -0.819 2.510  0.201
H3 0.614 0.712 3.215  0.222
H4 1.424 1.407 1.106  0.415
H5 -1.192 -1.182 0.553  0.242
N1 0.731 0.659 1.116  -0.566
N2 -0.368 -0.480 -2.641  -0.549
N3 0.994 0.797 -1.142  -0.540
F1 -2.012 -1.780 -1.850  -0.301
F2 1.246 0.890 -3.343  -0.295

SMILES: CNc1cc(F)nc(F)n1
Net charge: 0
Gap between HOMO and LUMO: 9.92 eV
Energy relative to the best compared isomer or geometry (same formula, charge and spin): 0.1 kcal per mole
Energy: -557.564842 Ha